The following is a DFT calculation (the ωB97M-V functional and the def2-TZVPD basis) of one molecule with the formula C3H9N3OS in a non-equilibrium geometry.

Frontier orbital gap in eV: 9.55
Energy relative to the best compared isomer or geometry (same formula, charge and spin) in kJ/mol: 222.49
E_HOMO in eV: -8.849

Geometry as XYZ:
```
17
C3H9N3OS | the OMol25 dataset | the ωB97M-V functional and the def2-TZVPD basis
C 0.03664 -1.56340 1.30503
C 0.95922 -0.87393 0.28020
N 0.21653 -0.17072 -0.74856
N -0.14474 -0.94656 -1.84940
C -0.38341 1.03361 -0.54761
S -1.42804 1.74442 -1.65544
N -0.12130 1.63939 0.63767
O -0.50459 2.95450 0.82697
H -0.67540 -2.26355 0.81061
H 0.61587 -2.09966 2.03694
H -0.54160 -0.81305 1.82959
H 1.64911 -0.23072 0.76949
H 1.55010 -1.62363 -0.28568
H 0.14070 -0.44385 -2.65617
H -1.15317 -0.99249 -1.87650
H 0.81531 1.48596 1.11723
H -1.03124 3.16368 0.00564
```